1.
This record from OMol25 describes C15H48BNO6S4SiTa as an isolated structure in a non-equilibrium geometry. The level of theory is ωB97M-V/def2-TZVPD.

Geometry (Å):
C (-1.096, 3.590, 1.185)
Si (-2.285, 2.628, -0.017)
C (-1.371, 2.567, -1.694)
C (-3.780, 3.829, -0.254)
Ta (-2.848, 0.359, 1.141)
C (-2.582, -0.920, -0.784)
C (-5.125, 0.575, 0.855)
C (-5.630, 0.779, -0.587)
N (-7.108, 0.490, -0.610)
C (-0.651, 0.128, 1.790)
B (0.386, -0.370, 0.711)
O (0.514, 0.073, -0.635)
O (1.340, -1.331, 1.127)
H (-1.229, 4.675, 1.047)
H (-1.442, 3.347, 2.201)
H (-0.051, 3.273, 1.071)
H (-1.587, 3.517, -2.226)
H (-0.287, 2.595, -1.516)
H (-1.666, 1.764, -2.374)
H (-3.983, 3.853, -1.339)
H (-3.468, 4.847, 0.023)
H (-4.676, 3.521, 0.290)
H (-3.081, 1.341, 2.733)
H (-3.196, -1.258, 2.043)
H (-3.529, -1.331, -1.159)
H (-1.989, -1.822, -0.530)
H (-2.024, -0.420, -1.582)
H (-5.620, -0.295, 1.317)
H (-5.469, 1.436, 1.457)
H (-5.177, 0.111, -1.331)
H (-5.541, 1.802, -0.963)
H (-7.546, 0.985, -1.372)
H (-7.268, -0.502, -0.669)
H (-0.605, -0.599, 2.622)
H (-0.276, 1.074, 2.223)
H (1.019, 0.879, -0.598)
H (2.064, -1.301, 0.499)
C (-0.019, -1.799, -3.444)
S (-1.544, -1.841, -4.396)
O (-2.638, -2.271, -3.480)
C (-1.093, -3.276, -5.395)
H (-0.091, -0.995, -2.716)
H (0.119, -2.747, -2.925)
H (0.819, -1.611, -4.109)
H (-0.886, -4.126, -4.744)
H (-0.215, -3.037, -5.996)
H (-1.930, -3.513, -6.051)
C (4.897, -2.581, -4.993)
S (4.280, -1.737, -3.523)
O (2.861, -2.153, -3.341)
C (4.259, -0.091, -4.256)
H (4.950, -3.646, -4.776)
H (4.217, -2.412, -5.829)
H (5.893, -2.208, -5.234)
H (3.621, -0.087, -5.140)
H (5.276, 0.201, -4.521)
H (3.863, 0.604, -3.518)
C (6.089, -2.811, 2.877)
S (4.441, -2.129, 2.606)
O (4.435, -1.533, 1.237)
C (4.588, -0.770, 3.775)
H (6.222, -3.659, 2.207)
H (6.844, -2.054, 2.662)
H (6.175, -3.148, 3.910)
H (5.433, -0.134, 3.509)
H (4.719, -1.168, 4.782)
H (3.664, -0.196, 3.725)
C (0.559, 0.346, 6.233)
S (1.619, 0.875, 4.876)
O (2.832, 1.507, 5.481)
C (0.542, 2.205, 4.316)
H (1.057, -0.467, 6.758)
H (0.394, 1.178, 6.918)
H (-0.391, -0.009, 5.831)
H (0.380, 2.913, 5.129)
H (-0.407, 1.785, 3.982)
H (1.028, 2.709, 3.483)

Properties
HOMO, eV: -4.09
Spin multiplicity: 1
Net charge: -1

2.
This record from OMol25 describes one molecule with the formula C6H9NO5 in a non-equilibrium geometry. The level of theory is ωB97M-V/def2-TZVPD.

Geometry (Å):
C (0.279, 2.604, 0.545)
C (-0.045, 1.942, -0.760)
C (-1.049, 0.822, -0.600)
C (-0.754, -0.347, -1.610)
C (-0.290, -1.933, 0.351)
C (1.027, -1.532, 1.011)
H (1.358, 1.056, 1.010)
H (0.926, 1.526, -1.183)
H (-0.387, 2.686, -1.539)
H (-0.987, 0.390, 0.451)
H (-2.035, 1.216, -0.770)
H (-0.041, -2.186, -1.760)
H (-1.118, -1.400, 0.870)
H (-0.415, -3.013, 0.483)
H (0.733, -2.863, 2.390)
N (-0.415, -1.567, -1.037)
O (1.143, 1.974, 1.310)
O (-0.181, 3.656, 0.886)
O (-0.838, -0.248, -2.829)
O (1.347, -2.143, 2.164)
O (1.743, -0.638, 0.615)

Properties
HOMO, eV: -9.94
ΔE to the lowest compared entry with this formula, charge and spin, eV: 0.0000
Spin multiplicity: 1
SMILES string: O=C(O)CCC(=O)NCC(=O)O

3.
This record from OMol25 describes one molecule with the formula C6H12O. The level of theory is ωB97M-V/def2-TZVPD.

Geometry (Å):
C (-0.600, -1.466, -1.811)
C (0.181, -1.283, -0.517)
C (1.015, 0.033, -0.571)
O (1.419, 0.462, 0.680)
C (0.138, 0.906, 1.097)
C (0.070, 2.429, 1.061)
C (-0.603, -1.275, 0.702)
H (0.041, -1.325, -2.689)
H (-1.407, -0.727, -1.865)
H (-1.046, -2.465, -1.868)
H (0.976, -2.043, -0.417)
H (1.848, 0.053, -1.289)
H (-0.285, 0.702, -0.087)
H (-0.110, 0.573, 2.108)
H (0.737, 2.847, 1.823)
H (-0.950, 2.767, 1.272)
H (0.370, 2.802, 0.077)
H (-1.677, -1.449, 0.658)
H (-0.119, -1.541, 1.636)

Properties
HOMO (spin up / spin down), eV: -7.47 / -7.61
ΔE to the lowest compared entry with this formula, charge and spin, eV: 6.0628
Spin multiplicity: 1

4.
This record from OMol25 describes one molecule with the formula C5H8N2. The level of theory is ωB97M-V/def2-TZVPD.

Geometry (Å):
C (2.302, 0.296, 0.018)
N (0.912, -0.104, 0.070)
C (0.357, -1.344, 0.231)
C (-1.015, -1.219, 0.184)
C (-1.308, 0.163, 0.012)
N (-2.577, 0.776, -0.002)
C (-0.105, 0.816, -0.059)
H (2.907, -0.426, -0.534)
H (2.350, 1.249, -0.518)
H (2.734, 0.447, 1.014)
H (0.950, -2.232, 0.407)
H (-1.730, -2.031, 0.249)
H (-3.309, 0.145, -0.298)
H (-2.588, 1.596, -0.597)
H (0.121, 1.867, -0.179)

Properties
HOMO, eV: -7.40
ΔE to the lowest compared entry with this formula, charge and spin, eV: 0.5118
Spin multiplicity: 1
SMILES string: Cn1ccc(N)c1

5.
This record from OMol25 describes C23H52AuO4P4 as an isolated structure in a non-equilibrium geometry. The level of theory is ωB97M-V/def2-TZVPD.

Geometry (Å):
Au (0.842, -1.706, -1.309)
P (-1.284, -2.546, -0.441)
P (1.703, -1.807, 1.062)
P (2.553, -2.799, -2.597)
H (0.203, 3.348, -3.689)
C (0.226, 2.413, -4.260)
C (-0.907, 1.767, -4.535)
H (-1.866, 2.139, -4.143)
C (-2.320, -1.315, 0.404)
C (-1.402, -3.973, 0.683)
C (-2.276, -3.075, -1.858)
C (2.966, -0.503, 1.281)
C (0.610, -1.439, 2.491)
C (2.562, -3.299, 1.704)
C (1.993, -2.885, -4.313)
C (3.057, -4.485, -2.130)
C (4.031, -1.745, -2.539)
H (1.190, 2.157, -4.713)
H (-1.005, 0.973, -5.284)
H (-2.335, -0.367, -0.145)
H (-1.957, -1.125, 1.425)
H (-3.346, -1.713, 0.458)
H (-1.202, -3.698, 1.727)
H (-0.704, -4.763, 0.378)
H (-2.432, -4.362, 0.615)
H (-2.472, -2.237, -2.537)
H (-3.227, -3.483, -1.494)
H (-1.734, -3.858, -2.406)
H (3.590, -0.766, 2.149)
H (2.467, 0.462, 1.459)
H (3.595, -0.426, 0.386)
H (1.202, -1.528, 3.417)
H (-0.223, -2.153, 2.547)
H (0.215, -0.415, 2.427)
H (3.444, -2.991, 2.290)
H (2.881, -3.944, 0.876)
H (1.880, -3.865, 2.360)
H (2.563, -3.666, -4.834)
H (2.104, -1.934, -4.844)
H (0.929, -3.157, -4.302)
H (3.565, -4.959, -2.979)
H (2.167, -5.080, -1.873)
H (3.739, -4.461, -1.267)
H (4.746, -2.075, -3.307)
H (4.493, -1.826, -1.544)
H (3.755, -0.695, -2.718)
C (-1.061, 1.571, -1.498)
C (0.341, 1.757, -1.152)
C (1.330, 1.146, -1.881)
C (1.013, -0.003, -2.703)
C (-0.400, -0.302, -2.935)
C (-1.395, 0.401, -2.275)
O (-1.919, 2.467, -1.175)
H (-1.519, 2.237, 0.691)
H (0.540, 2.528, -0.431)
H (2.338, 1.560, -1.834)
H (1.659, -0.242, -3.550)
H (-0.624, -0.905, -3.821)
H (-2.444, 0.229, -2.500)
C (-3.681, 0.648, 4.267)
C (-3.318, 1.731, 3.278)
O (-1.883, 1.571, 2.999)
P (-1.145, 2.545, 2.007)
O (0.389, 2.409, 2.286)
C (1.173, 2.481, 3.579)
C (0.411, 3.074, 4.729)
O (-1.671, 4.018, 2.206)
C (-1.210, 5.098, 1.230)
C (-2.253, 5.330, 0.174)
H (-3.510, -0.360, 3.868)
H (-4.739, 0.717, 4.530)
H (-3.097, 0.771, 5.186)
H (-3.854, 1.641, 2.325)
H (-3.483, 2.725, 3.711)
H (1.462, 1.443, 3.800)
H (2.065, 3.059, 3.320)
H (-0.331, 2.365, 5.107)
H (1.109, 3.253, 5.549)
H (-0.069, 4.029, 4.493)
H (-1.026, 5.961, 1.881)
H (-0.272, 4.752, 0.793)
H (-3.222, 5.602, 0.593)
H (-1.925, 6.139, -0.484)
H (-2.358, 4.418, -0.438)

Properties
HOMO (spin up / spin down), eV: -16.29 / -16.63
ΔE to the lowest compared entry with this formula, charge and spin, eV: 0.0000
<S²>: 2.0565
Spin multiplicity: 3
Net charge: +3

6.
This record from OMol25 describes a 2-piece molecular cluster, C5H13NO overall in a non-equilibrium geometry. The level of theory is ωB97M-V/def2-TZVPD.

Geometry (Å):
C (2.418, 2.026, -1.304)
C (2.222, 0.568, -0.895)
C (0.787, 0.186, -0.697)
C (0.405, -0.595, 0.315)
N (-0.891, -1.053, 0.488)
C (-1.792, -1.154, -0.630)
H (3.469, 2.296, -1.373)
H (1.836, 2.234, -2.209)
H (1.955, 2.708, -0.587)
H (2.840, 0.385, -0.006)
H (2.738, -0.041, -1.640)
H (0.131, 0.604, -1.449)
H (1.112, -0.923, 1.034)
H (-1.140, -1.495, 1.349)
H (-1.257, -1.544, -1.496)
H (-2.177, -0.173, -0.922)
H (-2.582, -1.782, -0.337)
H (-2.601, -0.953, 3.632)
H (-4.022, -0.794, 3.006)
O (-3.449, -0.501, 3.721)

Properties
HOMO, eV: -7.74
ΔE to the lowest compared entry with this formula, charge and spin, eV: 1.5573
Spin multiplicity: 1
SMILES string: CC/C=C/NC.O